Below is 2 unconnected molecules or ions with the total composition C2H7S2, with properties calculated with ωB97M-V/def2-TZVPD.

Output
energy relative to the best compared isomer or geometry (same formula, charge and spin): 22.0 kcal/mol
molecular weight: 95.2 g/mol
E_LUMO: 3.41 eV
frontier orbital gap: 5.8 eV

Structure (ORCA input):
```
! RIJCOSX wB97M-V def2-TZVPD def2/J DEFGRID3
* xyz -1 1
C 0.4830 1.0516 1.1158
S -0.8268 -0.3154 -2.0356
S 0.2672 2.8774 0.7801
H -0.3224 0.4992 0.6370
H 1.4590 0.7551 0.7500
H -0.8802 2.6039 0.1500
C -0.2300 -1.8016 -1.0994
H -0.5381 -2.8330 -1.3693
H 0.4418 0.8196 2.1819
H -0.7068 -1.7656 -0.1117
H 0.8533 -1.8913 -0.9988
*
```

---

Below is 2 unconnected molecules or ions with the total composition C4H9NO, with properties calculated with ωB97M-V/def2-TZVPD.

Output
energy relative to the best compared isomer or geometry (same formula, charge and spin): 76.5 kcal/mol
molecular weight: 87.1 g/mol
E_LUMO: 0.86 eV
frontier orbital gap: 9.3 eV
SMILES string: C=CO.C=NC

Structure (ORCA input):
```
! RIJCOSX wB97M-V def2-TZVPD def2/J DEFGRID3
* xyz 0 1
H 2.6900 -0.1422 0.7950
H 3.2859 0.7366 -0.6138
N 1.2935 0.0403 -0.7782
H -3.4698 0.7080 0.4740
H -1.8841 0.6713 1.3752
C 0.6650 1.0507 -0.3616
O -1.0430 -1.4952 0.0517
H 3.0904 -1.0251 -0.6673
H -0.2896 -0.9444 -0.2256
H -0.3044 1.2681 -0.7991
C -2.2877 -1.0363 0.1904
H 1.1928 1.8198 0.2095
C 2.6586 -0.0997 -0.2950
H -3.0717 -1.7638 0.0146
C -2.5258 0.2120 0.6300
*
```

---

Below is a single C19H26N4O2S molecule, with properties calculated with ωB97M-V/def2-TZVPD.

Output
energy relative to the best compared isomer or geometry (same formula, charge and spin): 50.2 kcal/mol
molecular weight: 374.5 g/mol
E_LUMO: 0.62 eV
frontier orbital gap: 9.0 eV
SMILES string: CCCCn1c(Cc2ccccc2)nnc1SCC(=O)N1CCOCC1

Structure (ORCA input):
```
! RIJCOSX wB97M-V def2-TZVPD def2/J DEFGRID3
* xyz 0 1
C 2.1047 -1.8280 0.3099
C -0.5325 3.8135 1.0129
H 1.9216 -2.2989 -0.6615
C -2.0392 3.6209 0.7791
C 0.8800 -1.0987 0.7354
C -2.6038 -3.4467 -2.3756
H -2.7495 -4.5255 -2.3592
C 4.2670 -0.8662 1.1658
C -1.1189 -0.6539 1.3736
H 4.3952 1.6495 -1.7387
H -2.1778 -1.8382 -1.0262
H 2.5371 0.0443 -1.5806
H 0.4818 3.3364 -2.0252
H 6.0922 0.0284 1.8274
H -1.7957 -3.2201 -3.0680
H -1.5363 -3.2413 1.6333
H -0.1661 -3.3201 -1.1017
H -3.1072 -3.1503 -0.3069
H -2.5562 3.4349 1.7167
H 0.3875 2.1301 -0.7025
S -2.7986 -0.7826 1.7905
H -1.6721 1.9597 -2.0772
C 5.3151 0.0338 1.0769
H -2.7136 1.5449 2.2491
C -0.6681 -3.0949 0.9844
N 0.7808 0.1897 0.8846
C 4.3631 0.9417 -0.9236
C 3.3200 0.0389 -0.8367
H -0.1177 2.8932 1.4461
C -0.0512 3.0478 -1.1179
N -0.4703 0.4754 1.2895
N -0.3143 -1.7018 1.0421
H 4.2308 -1.5676 1.9878
C -1.5374 2.8155 -1.4162
H -3.5117 -2.9806 -2.7478
C 5.3646 0.9400 0.0329
N -2.2315 2.5445 -0.1677
O -2.7229 0.4552 -0.8193
H -0.3493 4.6609 1.6756
C -2.6778 1.2952 0.0615
C -2.2795 -2.9234 -0.9824
C -3.1858 0.9630 1.4635
C 3.2633 -0.8725 0.2093
H -4.2712 1.0509 1.5100
H 2.3207 -2.6204 1.0331
H -1.1123 -4.6426 -0.4176
C -1.0007 -3.5559 -0.4375
H 6.1805 1.6444 -0.0351
H -2.4503 4.5334 0.3299
H 0.1710 -3.6764 1.3807
H -1.9719 3.7107 -1.8734
O 0.1147 4.1099 -0.2032
*
```